A structure of composition C42H31CoF5N6PSe2 in a non-equilibrium geometry, computed with ωB97M-V with the def2-TZVPD basis set.

```
! wB97M-V def2-TZVPD RIJCOSX def2/J DEFGRID3
* xyz 1 4
Co 0.4484 -0.5415 -1.4884
Se -0.8347 -7.8152 0.8102
N -1.6769 -6.6594 -0.3705
C -0.9100 -5.6291 -0.5091
C -1.3424 -4.5355 -1.3383
C -2.5019 -4.5781 -2.1537
C -2.6836 -3.5210 -3.0237
C -1.7928 -2.4789 -3.0354
N -0.7755 -2.4317 -2.1631
C -0.5154 -3.4458 -1.3479
C 0.7546 -3.3045 -0.5274
N 1.5222 -2.2721 -0.8146
C 2.7369 -2.2717 -0.2746
C 3.1514 -3.1972 0.6681
C 2.3608 -4.3041 0.9028
C 1.1945 -4.4112 0.1929
C 0.2812 -5.5863 0.3266
N 0.5732 -6.6489 1.0344
H -3.0412 -5.4964 -2.1781
H -3.4987 -3.4588 -3.7108
H -1.9787 -1.6783 -3.7988
H 3.3687 -1.4263 -0.6252
H 4.0682 -3.0562 1.2597
H 2.6694 -5.0538 1.6109
N 1.9539 0.5934 -0.6880
C 2.9336 1.1404 -0.3710
N 4.1152 1.5821 0.0208
C 4.7031 2.7976 -0.6746
C 4.9643 3.8956 0.3279
C 5.6334 3.3201 1.5958
C 4.9192 2.2337 2.2625
C 4.7185 1.0727 1.2371
H 3.9924 3.1823 -1.3914
H 5.5854 2.4324 -1.1645
H 3.9879 4.3356 0.6607
H 5.6404 4.5759 -0.1950
H 5.7111 4.2038 2.2557
H 6.6233 3.0931 1.2661
H 3.8963 2.5346 2.5446
H 5.4345 1.9464 3.1473
H 4.1956 0.2389 1.6298
H 5.7159 0.6189 0.9612
C -2.0996 4.2803 0.9175
C -3.1744 3.5685 0.3548
C -3.0076 2.2302 0.0736
C -1.7848 1.5831 0.3936
C -0.7626 2.3585 0.8616
C -0.9273 3.6383 1.2442
P -1.3396 -0.2007 0.1156
C -1.1165 -0.6171 1.8929
C -2.0287 -0.2448 2.8993
C -1.8156 -0.5143 4.2486
C -0.6008 -1.1055 4.6928
C 0.2943 -1.4697 3.6864
C 0.0625 -1.2415 2.3101
C -2.9758 -0.8925 -0.3885
C -3.6049 -0.4991 -1.5393
C -4.8900 -1.0364 -1.7709
C -5.4149 -1.9989 -0.9843
C -4.7266 -2.5738 0.0560
C -3.5181 -1.9880 0.3579
H -2.1953 5.3247 1.3534
H -4.1268 4.0540 0.1378
H -3.9368 1.6963 -0.1437
H 0.1494 1.8775 1.1874
H -0.0460 4.2094 1.5761
H -2.9462 0.1922 2.5007
H -2.6266 -0.2916 4.9391
H -0.4038 -1.2331 5.7678
H 1.1477 -2.0488 4.0177
H 0.8617 -1.4403 1.6617
H -3.2340 0.2786 -2.2147
H -5.5193 -0.8296 -2.6342
H -6.3893 -2.4423 -1.2673
H -5.0189 -3.4649 0.6318
H -3.0208 -2.3064 1.2813
F -0.9286 6.1004 -1.4939
C -0.6851 4.9392 -2.1112
C -1.7259 4.1985 -2.6175
F -2.9673 4.7267 -2.6413
C -1.5192 2.9264 -3.0733
F -2.5730 2.2097 -3.5870
C -0.2240 2.3276 -3.0518
Se -0.0356 0.4829 -3.5550
C 0.7960 3.1245 -2.6277
F 2.0489 2.7000 -2.5847
C 0.5656 4.4126 -2.1201
F 1.6824 5.0040 -1.6242
*
```

E_tot (eV): -244187.505
Relative energy (zero: lowest compared OMol25 entry of this formula, charge and spin) (eV): 0.1843
Kohn-Sham gap (spin up / spin down) (eV): 6.9 / 7.1
Maximum force (hartree/bohr): 0.067
E_HOMO (spin up / spin down) (eV): -10.2 / -10.4

Here are the Löwdin charges for atoms 1 to 6, given in e: Co 0.258; Se 1.117; N -0.185; C -0.354; C -0.099; C 0.058

---

The molecule C4H12N2, computed with ωB97M-V with the def2-TZVPD basis set.

```
! wB97M-V def2-TZVPD RIJCOSX def2/J DEFGRID3
* xyz 0 1
C 0.8795 -0.3586 -1.2662
N 1.5721 -1.5122 -0.7118
C 0.7574 0.8863 -0.3772
C 0.1321 0.6337 1.0103
C -1.1546 -0.1691 0.9954
N -2.1710 0.5331 0.2069
H -0.1342 -0.7053 -1.4976
H 1.2886 -0.0445 -2.2283
H 2.5242 -1.2732 -0.4514
H 1.0782 -1.8178 0.1131
H 0.1794 1.6456 -0.9119
H 1.7635 1.2730 -0.2141
H -0.1166 1.5780 1.4877
H 0.9059 0.1486 1.6089
H -1.0075 -1.1991 0.6342
H -1.5069 -0.2798 2.0223
H -3.0837 0.1271 0.3503
H -1.9062 0.5345 -0.7706
*
```

E_tot (eV): -7322.684
Relative energy (zero: lowest compared OMol25 entry of this formula, charge and spin) (eV): 0.3451
Kohn-Sham gap (eV): 10.2
Maximum force (hartree/bohr): 0.018
E_HOMO (eV): -9.1
SMILES: NCCCCN

Here are the Löwdin charges for atoms 1 to 6, given in e: C -0.308; N 0.002; C -0.214; C -0.219; C -0.310; N 0.003

---

The molecule C5H5NO in a non-equilibrium geometry, computed with ωB97M-V with the def2-TZVPD basis set.

```
! wB97M-V def2-TZVPD RIJCOSX def2/J DEFGRID3
* xyz 0 1
O -1.7923 -0.8722 1.8373
C -1.1612 -0.8242 0.8098
C -0.4943 0.4877 0.3285
C 0.9777 0.7716 0.4967
C 0.4488 0.4815 -0.8786
C 0.4430 -0.8708 -1.3719
N 0.1754 -1.9832 -1.5532
H -1.0564 -1.7096 0.1433
H -1.1724 1.3305 0.3930
H 1.6361 0.0584 0.9816
H 1.2504 1.8126 0.6697
H 0.4744 1.2761 -1.6243
*
```

E_tot (eV): -8801.591
Relative energy (zero: lowest compared OMol25 entry of this formula, charge and spin) (eV): 1.8276
Kohn-Sham gap (eV): 10.6
Maximum force (hartree/bohr): 0.024
E_HOMO (eV): -10.0
SMILES: N#C[C@@H]1C[C@@H]1C=O

Here are the Löwdin charges for atoms 1 to 6, given in e: O 0.061; C -0.199; C -0.165; C -0.050; C -0.226; C -0.201

---

A structure of composition C17H20N4O in a non-equilibrium geometry, computed with ωB97M-V with the def2-TZVPD basis set.

```
! wB97M-V def2-TZVPD RIJCOSX def2/J DEFGRID3
* xyz 0 1
C 0.3612 -1.9919 -3.0115
H 0.4465 -2.8053 -3.7185
H -0.3296 -1.2928 -3.7165
H 1.3573 -1.4145 -2.9144
C -0.1698 -2.0930 -1.7048
N -0.3709 -1.1467 -0.7594
C 0.4690 -0.6371 0.2332
N 1.7409 -1.0092 0.2583
C 2.4172 -0.3001 1.1998
C 3.5692 -0.7270 1.6589
C 4.4315 -0.2528 2.4939
C 3.9630 1.0771 3.0664
C 2.5641 1.7656 2.8170
C 1.7772 0.7722 1.8005
C 0.5762 1.4004 1.3839
C -0.1486 0.4959 0.6529
C -1.5021 0.6823 -0.0503
N -1.5235 -0.4537 -0.8750
N -2.3936 1.5460 -0.1164
C -3.6061 1.7823 -0.3834
O -4.0384 2.9540 -0.0319
C -4.2234 0.8578 -1.3890
C -4.5701 -0.4856 -0.9845
H -5.1850 -1.0597 -1.5640
H -4.9900 -0.2846 -0.2788
H -3.7154 -0.9068 -0.8576
C -3.5497 1.1480 -2.6901
H -4.0770 0.3946 -3.6921
H -3.2722 1.9624 -3.0124
H -2.6364 0.4552 -2.6039
H -5.2086 1.4983 -1.7711
H -1.9727 2.3575 0.6686
H 0.0782 2.1676 1.8654
H 2.1756 2.5635 3.3027
H 4.4124 1.6793 3.9331
C 5.6941 -0.7150 2.8871
H 5.7647 -0.6183 3.9478
H 5.8879 -1.6378 2.6525
H 6.4638 0.1829 2.7820
H 4.0792 -1.8457 1.2340
H 0.3489 -3.0313 -1.0391
H -1.0948 -3.0337 -1.6733
*
```

E_tot (eV): -25946.848
Relative energy (zero: lowest compared OMol25 entry of this formula, charge and spin) (eV): 16.1339
Kohn-Sham gap (eV): 7.1
Maximum force (hartree/bohr): 0.340
E_HOMO (eV): -7.7

Here are the Löwdin charges for atoms 1 to 6, given in e: C -0.143; H 0.066; H 0.120; H 0.104; C -0.367; N -0.132

---

A cluster of 8 separate species, C7H29NO7 in total in a non-equilibrium geometry, computed with ωB97M-V with the def2-TZVPD basis set.

```
! wB97M-V def2-TZVPD RIJCOSX def2/J DEFGRID3
* xyz 0 1
C 1.8740 0.3563 -1.0900
C 2.7926 1.1470 -0.1702
C 0.9926 -0.6839 -0.3792
N 0.1991 -0.0937 0.7270
C 0.5513 -0.6291 2.0726
C -0.7337 -0.6128 2.9079
C -1.8509 -0.1573 1.9649
C -1.2777 -0.2462 0.5584
H 2.4306 -0.1842 -1.8768
H 1.2285 1.0496 -1.6441
H 2.2349 1.7560 0.5371
H 3.4333 1.8236 -0.7475
H 3.4626 0.5009 0.3733
H 1.6992 -1.4725 -0.0184
H 0.3452 -1.1746 -1.0957
H 1.3560 -0.0044 2.5117
H 0.9966 -1.6333 2.0313
H -0.6323 0.0513 3.7656
H -0.9704 -1.6107 3.3130
H -2.1917 0.8598 2.1980
H -2.7534 -0.8063 2.0635
H -1.5574 -1.1961 0.0540
H -1.6415 0.5663 -0.0718
H -1.6059 2.2770 -2.2864
H -0.4599 2.3431 -1.2383
O -1.0950 2.8795 -1.7196
H 0.1450 2.2756 2.8356
H 0.1615 1.7647 1.4323
O 0.2427 2.6061 1.9378
H -1.9355 3.1711 -0.1128
H -1.3456 3.1482 1.2659
O -2.2266 3.1494 0.8255
H 4.3056 -1.9151 1.9211
H 3.2445 -0.9128 1.4870
O 3.3534 -1.7976 1.8381
H -2.5339 -2.4631 -4.0045
H -1.3574 -2.6369 -2.9449
O -1.7257 -2.0644 -3.6648
H -0.4794 -2.9572 -0.9696
H -0.0138 -4.1272 -1.8686
O -0.7734 -3.5789 -1.6439
H -1.9177 -0.3439 -3.3600
H -1.9620 0.9421 -4.3092
O -2.0084 0.6344 -3.4051
*
```

E_tot (eV): -23552.516
Relative energy (zero: lowest compared OMol25 entry of this formula, charge and spin) (eV): 0.2824
Kohn-Sham gap (eV): 9.4
Maximum force (hartree/bohr): 0.026
E_HOMO (eV): -9.2
SMILES: CCCN1CCCC1.O.O.O.O.O.O.O

Here are the Löwdin charges for atoms 1 to 6, given in e: C -0.220; C -0.085; C -0.192; N -0.160; C -0.186; C -0.161